[1]
{"formula": "C30H51CeCl2N2PS", "method": "ωB97M-V/def2-TZVPD", "symbols": ["P", "C", "C", "C", "C", "C", "C", "C", "C", "C", "C", "C", "C", "C", "C", "C", "C", "C", "C", "H", "H", "H", "H", "H", "H", "H", "H", "H", "H", "H", "H", "H", "H", "H", "H", "H", "H", "H", "H", "H", "H", "H", "H", "H", "H", "H", "H", "H", "H", "H", "H", "H", "Ce", "Cl", "Cl", "C", "H", "C", "C", "C", "C", "C", "C", "H", "H", "H", "H", "H", "C", "C", "N", "C", "S", "N", "C", "C", "H", "H", "H", "H", "H", "H", "H", "H", "H", "H", "H", "H"], "positions_angstrom": [[-0.13, 0.77, -2.51], [-1.77, 0.28, -3.26], [-2.24, 1.06, -4.49], [-3.70, 0.68, -4.82], [-3.90, -0.82, -5.01], [-3.29, -1.64, -3.87], [-1.85, -1.23, -3.56], [1.26, 0.17, -3.60], [1.19, 0.52, -5.08], [2.50, 0.12, -5.78], [2.89, -1.34, -5.56], [2.84, -1.75, -4.08], [1.52, -1.33, -3.41], [-0.08, 2.64, -2.63], [-1.23, 3.25, -1.80], [-1.20, 4.79, -1.84], [0.16, 5.37, -1.46], [1.32, 4.74, -2.24], [1.30, 3.20, -2.25], [-2.45, 0.49, -2.41], [-1.60, 0.80, -5.35], [-2.16, 2.14, -4.35], [-4.03, 1.23, -5.71], [-4.33, 1.01, -3.98], [-4.97, -1.04, -5.09], [-3.44, -1.13, -5.96], [-3.89, -1.49, -2.96], [-3.32, -2.71, -4.11], [-1.44, -1.82, -2.72], [-1.23, -1.44, -4.44], [2.13, 0.70, -3.17], [3.31, 0.76, -5.38], [1.01, 1.60, -5.22], [0.35, -0.01, -5.55], [2.44, 0.33, -6.86], [3.90, -1.52, -5.94], [2.22, -1.99, -6.14], [2.98, -2.83, -3.97], [3.66, -1.25, -3.54], [1.55, -1.58, -2.34], [0.70, -1.91, -3.84], [-0.26, 2.88, -3.70], [-2.20, 2.89, -2.17], [-1.16, 2.91, -0.75], [-1.47, 5.11, -2.86], [-1.98, 5.18, -1.17], [0.33, 5.22, -0.39], [0.16, 6.45, -1.63], [2.28, 5.08, -1.83], [1.28, 5.07, -3.29], [2.06, 2.84, -2.95], [1.59, 2.81, -1.26], [0.01, 0.17, 0.51], [2.50, 0.62, -0.25], [-2.55, 0.61, 0.34], [-0.31, -1.88, -0.22], [-1.39, -2.00, -0.44], [0.42, -3.12, -0.24], [1.84, -3.16, -0.18], [2.53, -4.37, -0.17], [1.81, -5.58, -0.23], [0.41, -5.56, -0.30], [-0.28, -4.36, -0.32], [2.38, -2.21, -0.12], [3.62, -4.39, -0.12], [-0.16, -6.50, -0.35], [-1.37, -4.30, -0.38], [2.34, -6.54, -0.20], [0.96, 2.14, 6.67], [-0.18, 1.59, 5.84], [0.37, 1.08, 4.56], [0.28, -0.18, 4.14], [1.20, -0.73, 2.80], [-0.52, -1.04, 4.86], [0.03, -1.61, 6.12], [-1.08, -2.27, 6.91], [1.75, 1.39, 6.78], [0.61, 2.43, 7.66], [1.39, 3.01, 6.17], [-0.71, 0.77, 6.33], [-0.92, 2.36, 5.62], [0.99, 1.69, 4.03], [-0.80, -1.82, 4.25], [0.79, -2.36, 5.86], [0.52, -0.81, 6.70], [-1.45, -3.16, 6.40], [-0.68, -2.58, 7.87], [-1.92, -1.59, 7.08]], "total_charge": 0, "homo_lumo_gap_ev": [5.9, 5.9]}

=====

[2]
{"formula": "C30H51F3N4O3", "method": "ωB97M-V/def2-TZVPD", "symbols": ["C", "C", "O", "O", "C", "C", "C", "C", "C", "C", "C", "C", "C", "N", "C", "C", "C", "C", "O", "C", "C", "F", "F", "F", "N", "C", "H", "H", "H", "H", "H", "H", "H", "H", "H", "H", "H", "H", "H", "H", "H", "H", "H", "H", "H", "H", "H", "C", "C", "N", "C", "C", "C", "C", "H", "H", "H", "H", "H", "H", "H", "H", "H", "H", "H", "H", "H", "H", "H", "C", "C", "N", "C", "C", "C", "C", "H", "H", "H", "H", "H", "H", "H", "H", "H", "H", "H", "H", "H", "H", "H"], "positions_angstrom": [[5.37, 1.08, 3.93], [5.73, -0.44, 3.83], [6.51, -0.89, 4.61], [5.12, -1.23, 2.87], [5.65, -0.94, 1.54], [5.04, -1.87, 0.46], [3.67, -1.38, -0.14], [2.77, -0.57, 0.86], [1.48, 0.04, 0.17], [0.60, -0.85, -0.66], [-0.63, -0.32, -1.30], [-0.94, 1.09, -1.07], [-0.08, 2.01, -0.27], [-0.52, 3.31, -0.18], [0.37, 4.03, 0.53], [1.60, 3.52, 1.16], [2.53, 4.49, 1.97], [4.05, 4.26, 1.63], [4.25, 3.81, 0.29], [5.56, 3.29, 0.11], [5.69, 2.43, -1.17], [5.30, 3.09, -2.31], [5.03, 1.24, -1.11], [7.03, 2.14, -1.35], [1.98, 2.24, 1.09], [1.12, 1.47, 0.33], [4.38, 1.22, 3.42], [5.35, 1.44, 4.98], [6.10, 1.72, 3.37], [6.77, -1.02, 1.62], [5.42, 0.14, 1.35], [4.94, -2.89, 0.93], [5.82, -1.98, -0.34], [3.85, -0.87, -1.11], [3.08, -2.31, -0.39], [2.42, -1.29, 1.64], [3.29, 0.24, 1.41], [0.85, -1.92, -0.82], [-1.32, -0.95, -1.90], [-1.87, 1.51, -1.51], [0.14, 5.11, 0.66], [2.25, 5.52, 1.63], [2.34, 4.43, 3.06], [4.59, 5.25, 1.71], [4.49, 3.58, 2.40], [5.88, 2.65, 0.97], [6.25, 4.17, -0.02], [0.03, -2.23, 2.88], [-1.44, -2.47, 2.59], [-1.77, -3.87, 2.36], [-3.11, -4.06, 1.83], [-4.30, -3.68, 2.72], [-1.37, -4.80, 3.40], [-1.92, -4.57, 4.82], [0.66, -2.61, 2.07], [0.21, -1.15, 2.96], [0.33, -2.69, 3.82], [-1.70, -1.90, 1.69], [-2.04, -2.04, 3.41], [-3.23, -5.11, 1.52], [-3.19, -3.49, 0.90], [-4.46, -4.41, 3.51], [-5.21, -3.65, 2.12], [-4.17, -2.69, 3.17], [-0.28, -4.80, 3.46], [-1.62, -5.82, 3.09], [-1.88, -3.52, 5.11], [-1.32, -5.13, 5.54], [-2.94, -4.93, 4.92], [-5.20, 3.44, -5.00], [-4.48, 2.10, -5.07], [-4.97, 1.13, -4.10], [-4.11, -0.04, -3.98], [-3.97, -0.95, -5.21], [-6.40, 0.85, -4.14], [-6.99, 0.33, -5.45], [-5.15, 3.87, -4.00], [-4.73, 4.14, -5.70], [-6.25, 3.35, -5.30], [-3.42, 2.30, -4.86], [-4.53, 1.72, -6.10], [-4.44, -0.64, -3.13], [-3.11, 0.30, -3.70], [-4.86, -1.57, -5.35], [-3.13, -1.63, -5.06], [-3.78, -0.39, -6.12], [-6.93, 1.77, -3.86], [-6.65, 0.15, -3.33], [-6.62, 0.87, -6.32], [-8.08, 0.46, -5.44], [-6.80, -0.73, -5.59]], "total_charge": 0, "homo_lumo_gap_ev": 7.6}

=====

[3]
{"formula": "C30H52BBr19N4O2", "method": "ωB97M-V/def2-TZVPD", "symbols": ["H", "N", "C", "C", "C", "C", "B", "N", "O", "C", "Br", "N", "C", "O", "C", "C", "C", "C", "C", "C", "N", "H", "H", "H", "H", "H", "H", "H", "H", "H", "H", "H", "H", "H", "H", "H", "Br", "C", "C", "Br", "H", "H", "H", "H", "Br", "C", "C", "Br", "H", "H", "H", "H", "Br", "C", "C", "Br", "H", "H", "H", "H", "Br", "C", "C", "Br", "H", "H", "H", "H", "Br", "C", "C", "Br", "H", "H", "H", "H", "Br", "C", "C", "Br", "H", "H", "H", "H", "Br", "C", "C", "Br", "H", "H", "H", "H", "Br", "C", "C", "Br", "H", "H", "H", "H", "Br", "C", "C", "Br", "H", "H", "H", "H"], "positions_angstrom": [[5.50, 2.85, -2.55], [4.98, 2.00, -2.30], [4.87, 1.96, -1.04], [5.45, 3.08, -0.18], [4.10, 0.79, -0.44], [2.53, 1.00, -0.39], [1.94, -0.17, -1.31], [2.25, -1.59, -1.16], [1.07, 0.13, -2.33], [2.16, 0.73, 1.08], [0.46, -0.23, 1.39], [2.24, 2.02, 1.76], [2.42, 3.03, 0.79], [2.79, 4.16, 0.99], [2.08, 2.44, -0.62], [0.57, 2.75, -0.75], [0.10, 3.07, -2.00], [-1.20, 3.41, -2.27], [-2.04, 3.42, -1.17], [-1.50, 3.07, 0.03], [-0.25, 2.74, 0.31], [5.19, 2.95, 0.87], [4.94, 4.00, -0.50], [6.52, 3.20, -0.33], [4.52, 0.61, 0.56], [4.37, -0.08, -1.04], [2.95, -1.87, -1.85], [2.69, -1.78, -0.27], [0.88, -0.69, -2.79], [2.84, 0.10, 1.63], [3.02, 2.08, 2.41], [2.52, 3.02, -1.43], [0.81, 3.08, -2.82], [-1.54, 3.67, -3.26], [-3.08, 3.70, -1.28], [-2.21, 3.10, 0.88], [2.51, -5.30, -1.15], [0.66, -5.69, -0.70], [-0.28, -5.23, -1.79], [-0.53, -3.30, -1.73], [0.46, -5.22, 0.26], [0.62, -6.77, -0.58], [-1.27, -5.65, -1.64], [0.08, -5.48, -2.78], [-1.45, -8.20, 0.62], [-2.20, -8.46, -1.15], [-1.62, -9.68, -1.82], [0.17, -9.34, -2.48], [-2.02, -7.55, -1.71], [-3.27, -8.58, -0.99], [-2.21, -9.95, -2.69], [-1.56, -10.54, -1.15], [0.97, -0.48, 7.24], [0.32, -0.88, 5.45], [0.98, -2.10, 4.88], [2.79, -1.72, 4.27], [0.48, 0.01, 4.84], [-0.75, -1.04, 5.57], [0.45, -2.44, 3.99], [1.05, -2.92, 5.59], [2.36, 4.72, 5.63], [2.11, 6.03, 4.21], [0.66, 6.22, 3.89], [-0.03, 4.74, 2.84], [2.70, 5.68, 3.36], [2.54, 6.95, 4.60], [0.52, 7.10, 3.26], [0.03, 6.31, 4.77], [-6.21, 0.85, -0.10], [-4.65, -0.28, -0.40], [-3.85, -0.47, 0.86], [-2.79, 1.12, 1.28], [-4.08, 0.18, -1.19], [-5.05, -1.23, -0.74], [-3.13, -1.27, 0.73], [-4.47, -0.68, 1.73], [8.93, 4.77, -1.61], [8.57, 6.00, -3.08], [7.10, 6.22, -3.28], [6.26, 4.71, -4.18], [9.06, 5.59, -3.96], [9.06, 6.93, -2.79], [6.93, 7.07, -3.94], [6.56, 6.37, -2.35], [-0.81, 7.83, 7.19], [-2.37, 6.79, 6.67], [-2.72, 5.75, 7.71], [-1.51, 4.23, 7.63], [-2.14, 6.35, 5.70], [-3.17, 7.51, 6.56], [-3.70, 5.34, 7.51], [-2.68, 6.14, 8.72], [-6.99, -3.34, -1.35], [-7.65, -2.81, -3.10], [-6.53, -2.54, -4.06], [-5.69, -0.82, -3.71], [-8.30, -1.95, -2.94], [-8.25, -3.65, -3.44], [-6.90, -2.47, -5.08], [-5.74, -3.29, -4.01], [-6.37, -7.66, -4.50], [-4.65, -8.04, -5.32], [-3.51, -7.69, -4.41], [-3.21, -5.76, -4.36], [-4.63, -7.51, -6.27], [-4.67, -9.11, -5.52], [-2.58, -8.11, -4.78], [-3.68, -8.01, -3.39]], "total_charge": 0, "homo_lumo_gap_ev": 8.6}

=====

[4]
{"formula": "C30H52BN6S3Sr", "method": "ωB97M-V/def2-TZVPD", "symbols": ["Sr", "C", "C", "S", "C", "C", "S", "C", "C", "S", "H", "H", "H", "H", "H", "H", "H", "H", "H", "H", "H", "H", "C", "C", "C", "C", "N", "N", "B", "N", "N", "C", "C", "C", "C", "C", "C", "C", "C", "N", "N", "C", "C", "C", "C", "C", "C", "C", "C", "C", "C", "C", "C", "H", "H", "H", "H", "H", "H", "H", "H", "H", "H", "H", "H", "H", "H", "H", "H", "H", "H", "H", "H", "H", "H", "H", "H", "H", "H", "H", "H", "H", "H", "H", "H", "H", "H", "H", "H", "H", "H", "H", "H"], "positions_angstrom": [[-0.09, 0.66, 0.45], [3.32, 2.07, -1.40], [3.27, 3.20, -0.35], [1.72, 3.29, 0.57], [2.33, 3.61, 2.25], [2.76, 2.33, 2.95], [1.47, 1.05, 3.00], [2.10, -0.15, 1.78], [2.68, 0.03, 0.29], [2.09, 0.77, -1.34], [3.28, 2.47, -2.41], [4.29, 1.57, -1.33], [4.09, 3.04, 0.36], [3.46, 4.15, -0.84], [3.18, 4.29, 2.18], [1.54, 4.13, 2.78], [3.64, 1.90, 2.47], [3.04, 2.54, 3.99], [3.02, -0.54, 2.24], [1.39, -0.98, 1.84], [3.61, 0.56, 0.46], [2.85, -1.00, 0.04], [-3.90, -3.18, -1.82], [-3.25, -2.51, -0.66], [-3.61, -2.56, 0.67], [-2.68, -1.75, 1.33], [-1.81, -1.25, 0.47], [-2.16, -1.72, -0.76], [-1.47, -1.27, -2.06], [-1.81, 0.24, -2.32], [-1.90, 1.08, -1.24], [-2.72, 2.07, -1.57], [-3.16, 1.89, -2.89], [-2.57, 0.72, -3.32], [-2.77, 0.04, -4.64], [-3.20, 3.07, -0.55], [-2.08, 3.55, 0.36], [-4.27, 2.36, 0.30], [-3.82, 4.28, -1.25], [0.06, -1.59, -1.97], [0.61, -2.07, -0.81], [1.75, -2.65, -1.15], [1.98, -2.51, -2.53], [0.87, -1.84, -3.01], [0.54, -1.47, -4.42], [2.57, -3.52, -0.21], [2.41, -4.96, -0.71], [4.06, -3.13, -0.28], [2.04, -3.45, 1.24], [-2.54, -1.51, 2.82], [-2.58, -0.01, 3.12], [-1.20, -2.08, 3.30], [-3.68, -2.19, 3.58], [-4.68, -3.85, -1.46], [-3.18, -3.77, -2.40], [-4.36, -2.46, -2.50], [-4.44, -3.12, 1.08], [-1.93, -1.88, -2.98], [-3.82, 2.52, -3.46], [-3.31, 0.71, -5.30], [-3.34, -0.88, -4.53], [-1.82, -0.21, -5.11], [-1.65, 2.75, 0.97], [-2.47, 4.27, 1.07], [-1.28, 4.04, -0.20], [-3.85, 1.47, 0.77], [-5.11, 2.05, -0.31], [-4.64, 3.04, 1.08], [-3.10, 4.77, -1.91], [-4.15, 5.01, -0.51], [-4.69, 3.99, -1.84], [2.79, -2.89, -3.12], [1.27, -1.91, -5.09], [0.55, -0.39, -4.56], [-0.45, -1.84, -4.69], [2.78, -5.07, -1.73], [1.36, -5.25, -0.71], [2.96, -5.64, -0.07], [4.32, -2.69, -1.25], [4.70, -4.01, -0.14], [4.34, -2.41, 0.49], [1.02, -3.08, 1.27], [2.67, -2.82, 1.87], [2.04, -4.44, 1.69], [-1.89, 0.54, 2.48], [-2.31, 0.19, 4.16], [-3.58, 0.40, 2.94], [-0.37, -1.56, 2.81], [-1.13, -3.14, 3.04], [-1.10, -1.97, 4.38], [-4.65, -1.83, 3.25], [-3.59, -1.99, 4.65], [-3.65, -3.27, 3.45]], "total_charge": 1, "homo_lumo_gap_ev": 8.6}

=====

[5]
{"formula": "C30H52F3N6O12", "method": "ωB97M-V/def2-TZVPD", "symbols": ["C", "N", "C", "C", "C", "C", "C", "O", "C", "N", "N", "C", "O", "N", "O", "C", "N", "C", "F", "F", "F", "N", "C", "C", "C", "C", "C", "C", "C", "C", "H", "H", "H", "H", "H", "H", "H", "H", "H", "H", "H", "H", "H", "H", "H", "H", "H", "H", "H", "H", "H", "H", "H", "H", "H", "H", "H", "H", "C", "C", "O", "C", "O", "O", "C", "H", "H", "H", "H", "H", "H", "H", "H", "C", "C", "O", "C", "O", "O", "C", "H", "H", "H", "H", "H", "H", "H", "H", "C", "C", "O", "C", "O", "O", "C", "H", "H", "H", "H", "H", "H", "H", "H"], "positions_angstrom": [[3.13, 0.62, 1.76], [2.33, -0.37, 1.01], [2.50, -0.21, -0.44], [3.64, -1.06, -1.05], [4.59, -0.35, -1.99], [5.25, 0.96, -1.60], [6.39, 1.42, -2.54], [7.66, 0.99, -2.05], [6.20, 1.08, -4.04], [7.31, 0.22, -4.49], [5.38, -1.48, -2.52], [6.63, -1.83, -1.86], [6.61, -1.52, -0.47], [7.94, -1.65, 0.04], [8.14, -0.83, 0.83], [4.41, -2.49, -2.58], [4.71, -3.46, -3.44], [3.85, -4.59, -3.72], [2.59, -4.21, -3.86], [4.27, -5.06, -4.91], [3.99, -5.58, -2.85], [3.31, -2.31, -1.81], [2.92, -3.43, -0.91], [1.49, -3.99, -1.14], [0.53, -2.85, -1.40], [-0.19, -2.37, -0.33], [-1.05, -1.31, -0.46], [-1.19, -0.71, -1.69], [-0.51, -1.17, -2.78], [0.35, -2.24, -2.62], [4.13, 0.75, 1.34], [2.61, 1.58, 1.84], [3.27, 0.23, 2.78], [2.70, -1.27, 1.32], [1.55, -0.31, -0.97], [2.80, 0.83, -0.57], [4.20, -1.38, -0.16], [3.93, -0.10, -2.85], [4.47, 1.73, -1.63], [5.59, 0.90, -0.56], [6.41, 2.52, -2.47], [7.73, 1.37, -1.17], [6.29, 2.03, -4.59], [5.23, 0.67, -4.30], [7.11, -0.17, -5.40], [8.17, 0.75, -4.53], [6.76, -2.92, -1.95], [7.46, -1.38, -2.41], [5.59, -3.40, -3.93], [3.65, -4.25, -0.93], [2.92, -3.09, 0.13], [1.46, -4.79, -1.89], [1.19, -4.44, -0.19], [-0.09, -2.82, 0.65], [-1.60, -0.91, 0.39], [-1.84, 0.15, -1.83], [-0.59, -0.73, -3.77], [0.91, -2.60, -3.48], [-5.20, 3.18, 4.04], [-3.98, 3.06, 3.15], [-3.77, 1.70, 2.73], [-4.60, 1.25, 1.79], [-5.49, 1.87, 1.27], [-4.29, -0.02, 1.54], [-5.18, -0.67, 0.62], [-5.12, 2.50, 4.89], [-5.30, 4.21, 4.41], [-6.11, 2.93, 3.50], [-3.09, 3.34, 3.71], [-4.04, 3.72, 2.29], [-5.25, -0.11, -0.31], [-6.16, -0.78, 1.07], [-4.77, -1.65, 0.41], [-6.15, 2.69, -2.67], [-7.00, 2.23, -1.50], [-8.19, 3.02, -1.37], [-9.14, 2.79, -2.27], [-9.09, 1.97, -3.16], [-10.16, 3.61, -2.03], [-11.22, 3.53, -2.99], [-5.92, 3.75, -2.57], [-5.22, 2.13, -2.70], [-6.67, 2.55, -3.62], [-6.45, 2.37, -0.57], [-7.26, 1.18, -1.58], [-11.58, 2.51, -3.08], [-10.88, 3.91, -3.95], [-12.02, 4.17, -2.63], [-2.48, 0.10, 4.59], [-2.25, -0.92, 5.68], [-0.92, -0.84, 6.23], [-0.70, 0.20, 7.04], [-1.50, 1.04, 7.35], [0.58, 0.15, 7.43], [0.98, 1.26, 8.24], [-1.72, 0.01, 3.82], [-3.46, -0.03, 4.15], [-2.42, 1.12, 4.99], [-2.33, -1.92, 5.26], [-2.99, -0.84, 6.48], [0.33, 1.38, 9.10], [0.99, 2.17, 7.64], [1.99, 1.05, 8.58]], "total_charge": 1, "homo_lumo_gap_ev": 8.2}